Record 1
Molecular formula: C30H54F2O30
Method: DFT, ωB97M-V/def2-TZVPD

```
116
Properties=species:S:1:pos:R:3:forces:R:3
C 4.455858 -2.853894 -2.047406 -0.43 -0.59 -0.39
O 5.212511 -1.951056 -1.254448 -0.46 0.63 -0.31
C 5.522288 -2.279700 -0.013687 0.21 -0.13 0.21
O 5.344140 -3.344797 0.513944 0.00 0.03 0.13
O 6.101609 -1.202194 0.533734 -0.06 0.09 -0.25
C 6.754463 -1.365538 1.770909 1.03 -0.81 0.60
H 3.970245 -2.289840 -2.842389 0.44 0.27 -0.06
H 3.618161 -3.344114 -1.549558 0.34 0.02 0.58
H 5.118759 -3.609730 -2.463491 -0.08 -0.08 -0.04
H 6.156254 -1.868752 2.530784 -0.39 0.43 -0.08
H 7.142564 -0.399240 2.078235 -0.54 0.18 0.06
H 7.650083 -1.997601 1.693361 -0.16 -0.06 -0.45
C -4.051826 -7.027010 -2.290915 -1.31 -0.95 0.29
O -3.167667 -6.342499 -1.424998 0.05 0.11 -0.09
C -1.910366 -6.791960 -1.428564 0.11 0.17 -0.21
O -1.461932 -7.592233 -2.204840 0.02 -0.20 0.01
O -1.262399 -6.169937 -0.454811 -0.04 0.19 0.25
C 0.090884 -6.547242 -0.221633 0.56 -0.51 -0.05
H -5.058139 -6.799053 -1.935521 0.12 0.42 -0.11
H -3.995396 -8.110134 -2.160463 0.48 0.05 -0.09
H -3.991229 -6.806255 -3.353587 0.48 0.34 0.07
H 0.154804 -7.203276 0.646600 -0.22 0.11 0.11
H 0.686656 -5.656897 -0.045442 -0.19 0.16 -0.04
H 0.494504 -7.109741 -1.061655 -0.08 0.15 -0.10
C 3.362623 3.247075 1.873788 -0.46 0.30 0.09
O 3.750485 1.999789 2.438555 0.06 -0.05 -0.53
C 4.518576 2.000445 3.510816 -0.28 0.02 0.27
O 4.782445 2.938831 4.217576 0.11 0.21 0.04
O 4.908806 0.745961 3.710608 0.54 -0.11 0.20
C 5.397533 0.445664 5.029408 -0.41 0.60 0.07
H 3.286666 4.029797 2.625731 0.19 -0.07 0.07
H 2.372671 3.093452 1.450928 0.07 -0.08 -0.13
H 4.056421 3.549851 1.091404 0.08 -0.09 0.02
H 4.554219 0.616229 5.704423 0.07 -0.74 0.13
H 6.165897 1.111180 5.427402 0.21 0.11 -0.68
H 5.779858 -0.564793 4.937160 -0.26 -0.09 0.40
C 4.403017 -4.179196 -6.119916 1.19 0.34 -0.25
O 3.057005 -4.055245 -5.709673 -0.06 0.04 -0.33
C 2.716587 -4.841902 -4.687021 -0.17 -0.02 0.19
O 3.474100 -5.505971 -4.032842 0.07 -0.15 0.12
O 1.406065 -4.742291 -4.526034 0.02 0.44 -0.17
C 0.816977 -5.427400 -3.429160 0.02 -0.51 0.38
H 4.641930 -5.153351 -6.545402 -0.26 -0.16 0.20
H 5.107161 -3.964812 -5.314837 -0.20 -0.21 0.21
H 4.622268 -3.437538 -6.886955 -0.53 0.08 -0.03
H 0.787002 -6.499347 -3.629908 -0.21 0.07 -0.09
H -0.176440 -5.001164 -3.329963 -0.05 -0.16 -0.03
H 1.350775 -5.294348 -2.489140 0.19 0.31 -0.21
C -1.805309 2.445939 -2.950310 0.12 -2.19 -0.59
O -1.272102 3.714865 -3.240058 -0.04 0.32 0.34
C 0.050366 3.886269 -3.046607 -0.75 -0.01 0.01
O 0.809595 3.031491 -2.713836 0.44 -0.07 0.13
O 0.395831 5.156505 -3.260990 0.18 -0.40 -0.28
C -0.579900 6.088073 -3.678464 -0.47 1.68 -0.16
H -2.141643 2.252244 -1.934151 -0.11 0.91 0.15
H -1.101504 1.621699 -3.112204 0.45 0.47 -0.17
H -2.593086 2.227994 -3.666352 -0.31 0.49 0.19
H -1.197890 6.441996 -2.850572 0.06 -0.27 0.19
H -1.267920 5.843340 -4.486405 0.30 -0.85 0.04
H -0.038738 6.963838 -4.038265 0.25 -0.14 0.15
C -1.249377 1.604602 3.585031 0.33 -0.25 0.71
O -0.682120 2.908253 3.523360 -0.46 0.44 -0.83
C 0.467561 3.147083 4.133625 -0.05 0.59 0.55
O 1.170908 2.356317 4.694014 0.09 -0.57 -0.02
O 0.690456 4.473776 4.106225 0.29 -0.82 0.14
C 1.799346 4.853229 4.941054 0.24 0.90 -0.24
H -1.926332 1.468423 2.746921 0.09 0.19 -0.11
H -1.815382 1.542694 4.516293 -0.07 -0.15 -0.05
H -0.466815 0.846337 3.612664 -0.02 0.00 -0.11
H 2.748574 4.376326 4.701410 -0.23 -0.29 -0.23
H 1.598362 4.682954 5.997015 -0.24 -0.04 -0.05
H 1.890780 5.918989 4.729614 0.07 -0.03 0.28
C -4.179918 1.922587 -0.322942 0.56 -0.01 0.12
O -4.545135 0.856477 -1.202913 0.10 -0.81 0.01
C -5.018589 1.165067 -2.406055 -0.38 1.84 0.41
O -5.135904 2.305745 -2.801061 0.00 -0.48 -0.35
O -5.374398 0.076002 -3.047102 0.35 -0.70 0.19
C -5.945602 0.208945 -4.337337 -0.85 -0.64 -0.48
H -3.940379 2.826324 -0.872995 -0.39 0.08 -0.03
H -3.261381 1.612674 0.176321 -0.09 -0.15 0.05
H -4.942119 2.057951 0.440381 -0.13 0.09 -0.16
H -5.475739 0.961151 -4.960732 0.11 0.12 0.17
H -7.024443 0.364081 -4.266692 0.11 0.55 0.21
H -5.889510 -0.777361 -4.797559 0.49 0.07 0.01
C -5.235610 0.667712 5.465514 -0.50 1.37 0.26
O -4.737918 -0.481702 4.818729 -0.16 -0.16 0.02
C -4.439896 -0.325248 3.525690 0.81 0.14 -0.21
O -4.583150 0.665926 2.851893 -0.41 0.10 0.26
O -3.841781 -1.433450 3.130492 -0.18 -0.64 0.10
C -3.543158 -1.633345 1.737112 -0.24 0.31 0.28
H -6.200867 0.996975 5.072684 0.12 -0.18 -0.31
H -4.541335 1.505990 5.371026 0.02 -0.10 -0.12
H -5.402061 0.509288 6.528544 0.32 -0.67 -0.08
H -3.887109 -2.638310 1.513678 0.23 -0.06 -0.12
H -2.467437 -1.529716 1.621749 0.00 -0.15 -0.18
H -4.074835 -0.914675 1.116435 0.05 0.05 0.03
C -2.281533 5.456159 0.403124 0.17 0.18 0.30
C -1.121237 5.993169 1.260533 -1.06 -0.44 -1.05
O -0.083308 5.107655 0.939172 0.04 0.15 0.07
C -0.618620 3.925628 0.514166 0.00 0.35 0.89
O -0.016665 2.908254 0.472484 0.03 -0.34 -0.42
O -1.923402 4.087062 0.248386 -0.07 -0.25 -0.56
F -1.439922 5.879689 2.573719 0.28 0.40 0.04
H -2.323170 5.990155 -0.549215 0.08 -0.32 -0.14
H -3.262257 5.491631 0.869539 0.13 0.12 0.23
H -0.871746 7.003495 0.943623 0.36 0.09 0.67
C -0.153879 -0.141501 0.315045 -0.41 0.96 -0.71
C 1.084953 0.239454 -0.472373 -0.33 1.04 0.01
O 1.410610 -0.912713 -1.207963 0.13 0.36 0.23
C 0.673050 -1.943082 -0.764605 -0.01 -0.86 0.30
O 0.778530 -3.063840 -1.151389 -0.03 0.13 -0.01
O -0.195459 -1.552395 0.192848 -0.18 -0.05 0.29
F 2.075793 0.585781 0.400762 0.32 -0.38 -0.29
H -1.034154 0.331391 -0.137907 -0.03 -0.42 -0.20
H -0.134615 0.276573 1.318725 0.38 -0.70 0.25
H 0.924132 1.066928 -1.163601 0.25 -0.02 0.07
```
Positions in Å, forces in eV/Å.

Results
2S+1: 1
ΔE to the lowest compared entry with this formula, charge and spin, kcal/mol: 0.00
Highest occupied orbital energy, eV: -10.3
SMILES: O=C1OC[C@@H](F)O1.O=C1OC[C@@H](F)O1.COC(=O)OC.COC(=O)OC.COC(=O)OC.COC(=O)OC.COC(=O)OC.COC(=O)OC.COC(=O)OC.COC(=O)OC
Gap between HOMO and LUMO, eV: 10.501

***

Record 2
Molecular formula: C19H43O2P3Sm
Method: DFT, ωB97M-V/def2-TZVPD

```
68
Properties=species:S:1:pos:R:3:forces:R:3
Sm 0.219137 -0.087372 0.504075 -3.73 1.03 2.03
P -2.521490 -1.018471 1.175560 -1.07 -0.32 0.25
P 1.010097 -2.703231 -0.009651 0.71 -2.22 -0.33
P -1.220669 0.342061 -1.943109 -0.71 0.53 -1.36
H 0.752548 4.588474 1.174812 -0.33 0.22 -0.10
C -0.184299 4.892706 0.694047 -0.59 -0.36 0.10
C -1.381771 4.608211 1.237979 0.55 -0.06 -0.39
H -1.469015 4.067137 2.188270 0.05 0.29 -0.31
C -2.648108 -1.258750 2.987625 0.14 0.04 0.15
C -3.205283 -2.602436 0.567716 0.26 -0.17 -0.12
C -3.929684 0.119522 0.898131 0.19 0.35 -0.05
C 2.797376 -2.669494 -0.418023 0.24 -0.24 0.04
C 0.966852 -3.938878 1.347780 -0.14 0.48 0.49
C 0.338843 -3.691106 -1.399029 -0.37 0.50 -0.33
C -2.087218 1.958495 -1.976268 0.13 0.19 0.37
C -2.515586 -0.779443 -2.592141 0.06 -0.38 0.21
C -0.138656 0.486493 -3.411068 0.35 -0.10 0.13
H -0.098736 5.456712 -0.243256 -0.05 -0.20 0.45
H -2.317853 4.928289 0.764709 0.41 -0.08 0.24
H -2.420474 -0.327070 3.526048 -0.13 -0.23 -0.11
H -1.965851 -2.052324 3.322872 -0.17 0.10 0.01
H -3.678323 -1.559091 3.227285 0.32 0.06 0.04
H -2.442790 -3.389087 0.650663 -0.28 0.07 0.00
H -3.503303 -2.515834 -0.484561 0.06 -0.05 0.28
H -4.079378 -2.883290 1.172543 0.23 0.07 -0.20
H -3.637949 1.135183 1.198273 -0.21 -0.17 -0.05
H -4.786588 -0.200648 1.507514 0.22 0.06 -0.21
H -4.221598 0.141288 -0.159179 0.04 -0.02 0.30
H 3.100740 -3.721845 -0.518797 0.10 0.30 -0.01
H 3.390376 -2.216355 0.388729 -0.05 -0.13 -0.15
H 3.007844 -2.162124 -1.368681 -0.09 -0.13 0.13
H 1.550538 -4.829134 1.072319 -0.15 0.31 -0.06
H -0.070618 -4.235720 1.552985 0.26 0.06 -0.07
H 1.390924 -3.503000 2.263195 -0.06 -0.23 -0.17
H 1.038026 -4.502283 -1.649659 -0.14 0.26 0.18
H 0.200080 -3.051057 -2.281655 0.05 -0.28 0.12
H -0.632698 -4.124317 -1.125288 0.25 0.14 -0.05
H -2.170113 2.305007 -3.015657 -0.04 -0.11 0.30
H -1.526652 2.702877 -1.391585 -0.21 -0.05 -0.22
H -3.089340 1.861095 -1.538801 0.25 0.06 -0.11
H -2.682007 -0.561822 -3.656779 0.03 -0.01 0.32
H -3.461041 -0.657905 -2.049013 0.26 -0.02 -0.17
H -2.184662 -1.821610 -2.491822 -0.16 0.18 -0.14
H -0.730193 0.866863 -4.255545 0.18 -0.15 0.21
H 0.271020 -0.499907 -3.665802 -0.06 0.22 -0.05
H 0.697609 1.168764 -3.211312 -0.19 -0.14 -0.13
C 2.980456 1.032325 -1.209247 1.12 0.23 -1.23
C 4.138831 0.355886 -1.572232 -0.28 0.21 -0.23
C 4.871579 0.878314 -2.650947 -0.08 -0.02 0.38
C 4.434136 2.034672 -3.300264 0.08 0.05 -0.23
C 3.308052 2.730193 -2.853826 0.06 -0.06 0.57
C 2.599967 2.252422 -1.742265 -0.10 -0.12 -0.48
O 2.024177 0.449104 -0.361037 1.09 -3.36 0.59
H 2.038150 -0.694456 -0.299200 1.79 3.29 -1.18
H 4.434854 -0.547971 -1.036998 0.07 0.29 -0.33
H 5.782634 0.371073 -2.976780 -0.32 0.20 0.11
H 4.986745 2.410584 -4.168147 -0.22 -0.18 0.39
H 2.971998 3.639269 -3.353893 0.22 -0.21 0.19
H 1.735265 2.771399 -1.320401 0.15 -0.05 -0.33
C 0.104903 1.165973 5.035525 0.04 0.04 -0.06
C 0.961744 1.099757 3.791502 0.13 -0.11 0.12
O 0.365944 0.136383 2.811740 -0.33 -0.34 0.15
H -0.937412 1.420203 4.809368 0.21 0.02 -0.03
H 0.496793 1.946262 5.692756 -0.02 -0.08 -0.04
H 0.135830 0.225683 5.598257 0.02 0.11 -0.11
H 1.029650 2.042577 3.247503 -0.12 -0.01 0.10
H 1.970085 0.726815 3.977436 -0.11 0.11 0.14
H -0.164445 -0.512041 3.314702 0.20 0.33 0.01
```
Positions in Å, forces in eV/Å.

Results
Charge: +3
2S+1: 6
ΔE to the lowest compared entry with this formula, charge and spin, kcal/mol: 23.50
Highest occupied orbital energy (spin up / spin down), eV: -17.4 / -17.4
⟨S²⟩: 8.76
Gap between HOMO and LUMO (spin up / spin down), eV: 6.527 / 7.482

***

Record 3
Molecular formula: C20H37BIInNO9
Method: DFT, ωB97M-V/def2-TZVPD

```
70
Properties=species:S:1:pos:R:3:forces:R:3
C 0.504013 -2.421748 2.450756 1.22 3.36 0.41
C 1.062252 -1.044153 2.613271 -2.31 -3.43 -0.20
C 0.272355 0.284401 1.974461 3.14 1.59 -3.83
O 0.903635 0.892705 0.957565 -4.43 -3.23 6.70
O -1.025335 0.674892 2.547001 2.75 -0.96 -2.51
C -1.994031 1.081701 1.515692 -1.58 0.61 -0.87
C -2.731653 -0.243795 0.863910 -0.60 -0.02 -0.33
C -3.118342 -0.043434 -0.749145 -0.70 0.38 1.12
C -3.824783 -1.416652 -1.297931 -0.76 0.42 -0.60
C -3.232665 -1.988585 -2.715224 -0.56 -1.87 0.04
C -1.908052 -2.987203 -2.530452 -1.13 0.20 -1.46
In -0.106990 -1.677956 -2.119766 -0.22 0.09 0.33
C -0.109693 -0.026403 -3.668107 -0.76 0.94 -0.52
C 0.382563 1.441132 -3.129363 -0.05 0.56 -1.67
C 1.917465 1.494087 -2.555208 -1.46 -0.16 1.34
I 3.048306 2.939328 -3.824952 -0.03 -0.84 0.69
B 1.802506 -2.912023 -2.048947 0.95 -0.42 0.10
N 2.684925 -2.962660 -3.305379 0.85 -0.13 2.72
O 2.194810 -3.630771 -0.795593 -1.04 -1.06 -2.34
H -0.579432 -2.628486 2.012489 2.63 0.76 0.82
H 1.129335 -3.397549 2.728413 -1.34 2.57 -0.52
H 2.102614 -0.905118 3.164970 -2.41 -0.08 -1.65
H -1.527218 1.806816 0.699978 -0.66 -1.88 1.69
H -2.832539 1.728393 2.065582 2.00 -1.45 -0.93
H -2.116128 -1.250277 1.044463 -1.07 2.49 -0.59
H -3.774670 -0.404476 1.420426 2.19 0.36 -1.07
H -2.222889 0.350698 -1.390864 -1.55 -1.12 1.32
H -3.941770 0.818431 -0.767527 1.71 -1.71 0.00
H -4.973939 -1.160404 -1.494423 2.36 -0.54 0.48
H -3.835228 -2.252636 -0.452486 0.30 1.67 -1.88
H -3.054656 -1.156540 -3.541486 -0.20 -1.53 2.03
H -4.075696 -2.697808 -3.175387 1.39 1.63 0.93
H -1.750803 -3.473310 -3.607722 -0.31 0.79 2.23
H -2.088784 -3.856588 -1.768485 0.00 1.63 -1.34
H -0.320537 -0.907229 -0.512253 -0.07 -0.17 -0.27
H 0.499549 -0.388135 -4.601299 -0.98 1.01 1.58
H -1.241831 0.101843 -4.020566 2.36 -0.13 0.55
H -0.350675 1.946225 -2.346265 1.53 -1.38 -1.43
H 0.359673 2.166172 -4.077669 -0.03 -1.35 2.14
H 2.478695 0.467472 -2.533726 -1.10 2.11 -0.17
H 1.863612 1.978426 -1.476775 0.54 -1.16 -2.31
H 3.133915 -2.003626 -3.361745 -0.68 -1.51 -0.34
H 3.431476 -3.699314 -3.148398 -0.63 1.31 -0.30
H 1.589055 -4.421245 -0.675959 0.88 1.61 -0.02
C 0.964184 9.094577 -2.776794 -0.42 0.27 0.03
C 0.734292 7.597829 -2.730650 0.45 1.15 0.34
C 1.724726 6.815214 -3.539173 0.84 -0.22 0.18
O 0.989700 5.655254 -3.886048 -1.14 0.25 -0.11
C -0.325831 6.026032 -3.907904 -1.80 -1.75 -1.09
O -1.226947 5.346153 -4.368813 2.04 1.65 1.07
O -0.497475 7.261542 -3.348935 -0.12 -0.80 -0.38
H 1.943282 9.359424 -2.367049 -0.11 -0.11 -0.01
H 0.895446 9.472887 -3.802620 0.10 -0.19 0.09
H 0.190170 9.614454 -2.201245 0.20 -0.09 0.00
H 0.698900 7.250997 -1.691023 0.07 -0.06 -0.10
H 2.616212 6.550508 -2.963651 -0.17 -0.18 -0.15
H 2.032131 7.318882 -4.462190 -0.08 0.15 0.11
C 1.028482 -3.205279 7.415114 0.01 0.41 -0.32
C 0.655319 -4.508338 6.738341 -0.10 1.08 0.83
C 1.301727 -5.710710 7.357706 -0.15 -0.34 0.77
O 1.371686 -6.615894 6.270582 0.07 0.20 -0.81
C 1.438863 -5.852618 5.138560 0.61 -0.79 -2.55
O 1.719194 -6.281940 4.032314 -0.67 0.96 2.59
O 1.154705 -4.543629 5.410944 0.27 -1.10 -0.38
H 0.710775 -3.195493 8.461839 -0.02 -0.07 -0.13
H 2.109569 -3.033484 7.371505 -0.13 -0.19 0.04
H 0.558541 -2.361610 6.897424 0.00 -0.17 0.14
H -0.435153 -4.614705 6.694454 0.09 -0.09 0.02
H 0.705935 -6.130681 8.172996 0.10 -0.09 -0.21
H 2.319146 -5.523973 7.718438 -0.09 0.18 -0.02
```
Positions in Å, forces in eV/Å.

Results
Charge: -1
2S+1: 1
Highest occupied orbital energy, eV: -3.9
Gap between HOMO and LUMO, eV: 5.903

***

Respective DFT total energy values: -3632.50897 -2581.24958 -2028.62575 hartree.